1.
C42H32F3N3O5STeV | ωB97M-V/def2-TZVPD

The calculation puts the total energy at -110750.732 eV. Its multiplicity is 2. The orbital gap (spin up / spin down) comes out at 6.457 / 6.009 eV. For the LUMO energy (spin up / spin down), the calculation gives -1.049 / -0.853 eV. For the energy relative to the best compared isomer or geometry (same formula, charge and spin), the calculation gives 0.0 kcal per mole. Its total charge is 0. The HOMO energy (spin up / spin down) is -7.51 / -6.86 eV.

```
88
Properties=species:S:1:pos:R:3:forces:R:3:mulliken_spin:R:1
V -0.7778 -0.8432 -1.2165 0.8 4.2 1.8 1.470
C 0.6459 3.6392 3.7568 -0.1 -0.1 -0.1 0.001
C 0.1130 2.4880 2.9464 0.0 0.2 0.0 0.001
C -0.5612 1.4352 3.5370 0.0 -0.2 0.0 -0.023
C -0.9648 0.2999 2.8366 0.0 -0.1 -0.5 0.031
C -1.6766 -0.7411 3.6384 0.2 0.0 -0.1 -0.001
O -2.3891 -0.4260 4.5680 -0.1 -0.1 -0.1 0.003
C -1.4151 -2.1774 3.3294 0.0 -0.1 0.0 -0.002
C -2.4451 -3.0988 3.4575 0.0 0.1 0.0 0.001
C -2.2004 -4.4411 3.2237 -0.1 0.0 0.0 0.000
C -0.9341 -4.8658 2.8492 0.0 0.0 0.0 0.000
C 0.1016 -3.9484 2.7386 0.1 -0.1 0.0 -0.001
C -0.1364 -2.6096 2.9935 -0.1 0.1 0.0 0.002
C -0.7107 0.2181 1.4387 0.6 0.9 0.9 0.005
O -0.9319 -0.8379 0.6879 -0.4 -0.7 -0.3 -0.024
C -0.1445 1.3697 0.8246 -0.2 -0.5 -0.1 0.039
C 0.2765 2.4572 1.5678 -0.1 0.0 0.1 -0.014
C -0.0645 1.2786 -0.6463 0.8 0.1 -0.1 -0.275
N -1.1780 1.1059 -1.3821 -0.8 -1.2 0.0 -0.075
C -2.4998 1.4511 -0.8324 0.0 0.5 -0.2 0.017
C -2.7071 2.9676 -0.6448 0.4 -0.4 -0.3 -0.008
Te -2.1147 4.1116 -2.3852 0.0 0.2 0.3 -0.001
C -0.4746 5.1734 -1.5338 -0.3 -0.2 -0.1 0.002
C 0.6016 5.4875 -2.3571 -0.1 -0.1 0.0 -0.001
C 1.6941 6.1730 -1.8523 0.0 0.1 0.0 -0.001
C 1.7218 6.5569 -0.5189 0.0 0.0 0.0 0.000
C 0.6328 6.2828 0.2931 0.0 0.0 0.1 0.000
C -0.4668 5.6024 -0.2137 -0.1 0.0 0.1 0.000
C 1.2028 1.5671 -1.3462 -0.2 0.4 -0.2 -0.021
C 2.4052 1.7632 -0.6583 -0.1 -0.1 -0.1 -0.070
C 3.5826 2.0105 -1.3464 0.0 -0.1 0.0 0.036
C 3.5904 2.0581 -2.7329 0.1 0.0 0.0 -0.058
C 2.4074 1.8516 -3.4280 0.0 0.1 -0.1 0.037
C 1.2251 1.6172 -2.7491 0.0 0.2 0.2 -0.040
H 0.4570 3.4756 4.8162 0.0 0.1 0.0 0.000
H 0.1761 4.5782 3.4585 0.0 0.0 0.0 0.000
H 1.7233 3.7422 3.6161 0.0 0.1 0.0 0.000
H -0.7676 1.4533 4.6007 0.0 0.0 0.0 0.000
H -3.4287 -2.7428 3.7309 0.0 0.0 0.0 0.000
H -2.9969 -5.1619 3.3446 -0.1 0.0 0.0 0.000
H -0.7492 -5.9153 2.6602 0.0 0.0 0.0 0.000
H 1.0944 -4.2919 2.4740 0.0 0.0 0.0 0.000
H 0.6729 -1.8895 2.9666 0.0 0.0 -0.1 0.000
H 0.7213 3.3051 1.0635 0.1 0.1 -0.1 -0.004
H -2.6857 0.9527 0.1251 -0.1 0.1 -0.1 0.001
H -3.2290 1.0787 -1.5530 0.0 0.0 0.1 0.000
H -2.1073 3.3256 0.1898 0.0 0.1 0.0 0.002
H -3.7556 3.1729 -0.4437 0.0 0.0 0.0 0.001
H 0.5820 5.1898 -3.3973 0.1 -0.1 0.0 0.001
H 2.5256 6.4055 -2.5045 0.0 0.0 0.0 0.000
H 2.5854 7.0718 -0.1190 0.0 0.0 0.0 0.000
H 0.6303 6.6080 1.3262 0.0 0.0 0.0 0.000
H -1.3198 5.4163 0.4278 0.0 0.0 0.0 0.000
H 2.4241 1.7187 0.4218 0.0 0.0 0.0 -0.014
H 4.5008 2.1579 -0.7923 0.0 0.0 0.0 0.000
H 4.5090 2.2515 -3.2713 0.0 0.0 0.0 0.000
H 2.4134 1.8816 -4.5110 -0.1 0.0 0.0 -0.002
H 0.2925 1.4805 -3.2825 0.0 0.1 0.0 -0.010
F 5.5512 -3.4990 -1.2524 -0.1 0.0 0.0 0.000
C 5.2873 -2.2814 -1.7649 0.4 -0.1 0.0 -0.002
F 5.7107 -2.2847 -3.0362 -0.1 0.0 0.0 0.000
F 6.0609 -1.4079 -1.0931 -0.1 0.0 0.0 0.000
C 3.8338 -1.9355 -1.6349 -0.4 0.1 0.0 -0.003
C 3.2527 -1.9094 -0.3724 0.2 0.0 -0.2 0.009
C 1.9348 -1.5251 -0.2564 0.0 0.1 0.3 -0.004
N 1.1787 -1.1843 -1.3102 1.5 -0.7 -0.3 0.000
C 1.7359 -1.2627 -2.5266 0.0 0.0 0.0 -0.017
C 3.0508 -1.6266 -2.7351 0.3 0.0 0.2 -0.018
H 3.8334 -2.1625 0.5033 -0.1 0.0 0.1 0.001
H 1.4565 -1.4597 0.7114 -0.1 0.0 0.0 0.010
H 1.0957 -1.0234 -3.3631 0.0 0.0 0.0 -0.015
H 3.4570 -1.6578 -3.7350 0.0 0.0 0.0 0.000
O -3.7336 -1.3951 0.8059 0.1 -0.3 0.0 0.002
S -3.9579 -1.9864 -0.4781 -0.7 0.2 0.5 0.004
O -5.2444 -1.7932 -1.0725 0.2 -0.2 -0.3 0.002
N -2.7568 -1.5013 -1.5291 -0.4 -0.5 0.1 0.074
C -1.9371 -2.5146 -1.7766 -1.7 -1.3 -0.9 -0.068
O -0.8812 -2.3104 -2.4584 0.2 -0.8 -0.2 -0.023
C -2.3097 -3.8132 -1.1966 -0.1 -0.4 0.1 0.044
C -1.6453 -5.0196 -1.3376 0.0 0.1 0.0 -0.003
C -2.2263 -6.1495 -0.7810 0.1 0.0 0.0 0.000
C -3.4481 -6.0658 -0.1225 0.0 0.1 0.0 0.000
C -4.0970 -4.8454 0.0343 -0.3 0.1 0.2 0.000
C -3.5011 -3.7228 -0.4932 0.5 0.4 -0.3 -0.003
H -0.7099 -5.0600 -1.8803 0.0 0.0 0.0 0.000
H -1.7265 -7.1046 -0.8717 0.0 0.0 0.0 0.000
H -3.8986 -6.9645 0.2771 0.0 0.0 0.0 0.000
H -5.0421 -4.7749 0.5552 0.0 0.0 0.0 0.000
```
Forces are in eV/Å.

---

2.
C42H32F6O6V | ωB97M-V/def2-TZVPD

The calculation puts the total energy at -98346.389 eV. Its multiplicity is 2. The orbital gap (spin up / spin down) comes out at 7.439 / 5.249 eV. For the LUMO energy (spin up / spin down), the calculation gives -1.461 / -3.651 eV. Its total charge is 0. The HOMO energy (spin up / spin down) is -8.90 / -8.90 eV.

```
87
Properties=species:S:1:pos:R:3:forces:R:3:mulliken_spin:R:1
O -0.9572 0.1319 0.5667 0.1 -1.1 -0.2 -0.001
V -0.0632 -1.1650 0.4481 2.1 0.3 3.9 -0.024
O 1.0838 -0.9296 1.6030 -2.8 -1.0 -2.8 0.009
C -1.7188 -5.0731 1.6635 0.5 0.0 -0.1 0.318
C -1.5200 -6.4096 1.2138 0.1 -2.1 -0.8 0.000
C -0.3221 -6.6411 0.0911 -0.9 -2.3 1.0 0.035
O -0.0635 -7.8260 -0.1876 -0.2 3.2 0.2 0.145
C 0.3746 -5.4358 -0.4124 -0.6 -2.9 0.4 0.361
C 0.0097 -4.1874 0.0213 1.1 3.2 -0.2 -0.015
C -1.0748 -4.0019 1.0784 -0.5 3.4 1.0 -0.076
O -1.4107 -2.7710 1.5338 2.6 -1.8 -2.9 0.024
O 0.7103 -3.1785 -0.4376 -2.7 -0.5 1.6 0.093
O -2.1894 -7.3607 1.6213 1.4 1.4 -0.8 0.120
H -2.3567 -4.9097 2.5195 -0.2 0.1 -0.1 0.000
H 1.2151 -5.6125 -1.0672 0.0 0.3 -0.2 -0.002
F 1.9319 1.3568 0.5552 0.3 0.9 0.9 0.000
C 1.7538 2.4815 1.3151 -0.8 1.5 0.1 0.000
C 2.1553 2.6306 2.6510 0.8 -0.5 -0.4 0.000
C 1.8969 3.8020 3.3610 -0.2 -0.9 -1.2 0.000
C 1.1586 4.8093 2.7412 0.9 0.4 1.8 0.000
C 0.7569 4.7171 1.4519 0.3 -1.5 -1.8 0.000
C 1.0762 3.5374 0.7009 -0.5 -0.2 1.1 0.000
H 2.7964 1.8887 3.1038 -0.2 -0.3 0.0 0.000
H 2.2967 3.8653 4.3622 -0.2 0.2 0.1 0.000
H 0.9942 5.7072 3.3182 -0.3 0.2 -0.1 0.000
H 0.2340 5.5568 1.0184 -0.1 -0.2 -0.3 0.000
H 0.6496 3.2683 -0.2540 0.0 0.6 -0.4 0.000
F 3.3632 -1.2984 0.0350 0.1 0.3 -0.4 0.000
C 4.3030 -0.3721 0.3012 0.4 0.0 2.5 0.000
C 4.5222 -0.0192 1.6515 -0.8 0.0 -0.6 0.000
C 5.4853 0.9205 1.9947 -0.4 -1.1 -1.5 0.000
C 6.2748 1.4126 0.9478 0.5 0.7 0.6 0.000
C 6.0843 1.0725 -0.3985 0.3 0.2 2.2 0.000
C 5.0849 0.1671 -0.6662 -0.4 0.1 -2.2 0.000
H 3.8338 -0.3890 2.3970 0.0 -0.3 0.0 0.000
H 5.6025 1.1517 3.0431 0.3 0.4 -0.1 0.000
H 7.0313 2.1128 1.2701 0.3 0.2 -0.4 0.000
H 6.7420 1.4561 -1.1645 -0.2 0.1 -0.1 0.000
H 4.8477 0.0024 -1.7069 0.0 -0.5 -0.1 0.000
F -0.8425 2.9651 4.7788 -0.3 0.8 -0.9 0.000
C -0.6795 1.6996 5.1130 1.0 -1.8 1.4 0.000
C -0.7807 0.6178 4.2628 -0.5 0.2 -0.5 0.000
C -0.6194 -0.6881 4.7486 -0.3 1.0 -0.9 0.001
C -0.3033 -0.9132 6.0612 0.8 -0.1 0.7 0.000
C -0.1962 0.1553 6.9475 -0.1 1.1 -1.1 0.000
C -0.3394 1.4629 6.4342 -0.7 -0.8 1.2 0.000
H -1.0383 0.8090 3.2315 0.0 -0.2 -0.2 0.000
H -0.7941 -1.4961 4.0536 0.3 -0.1 0.0 0.000
H 0.0283 -1.8982 6.3549 -0.5 -0.2 0.3 0.000
H -0.0316 0.0116 8.0051 0.2 0.0 0.0 0.000
H -0.3809 2.3002 7.1152 0.3 0.1 0.1 0.000
F 0.7297 -0.0874 -1.4538 0.2 -0.1 0.5 -0.002
C 1.3666 -0.0327 -2.6647 -0.4 0.3 -1.1 0.001
C 1.0185 -1.0048 -3.5946 0.6 0.3 1.4 0.001
C 1.6048 -0.9470 -4.8405 -1.0 -0.9 0.2 0.000
C 2.4573 0.0751 -5.1623 -0.1 0.8 -0.4 0.000
C 2.7003 1.1025 -4.2579 0.3 -0.5 0.7 0.000
C 2.1389 1.0780 -2.9649 0.1 -0.7 -0.4 0.000
H 0.3674 -1.7853 -3.2297 0.0 -0.2 -0.4 -0.003
H 1.2998 -1.7328 -5.5157 0.3 0.1 -0.4 0.000
H 2.8251 0.1488 -6.1751 0.3 -0.1 0.0 0.000
H 3.4510 1.8237 -4.5457 -0.3 0.5 0.2 0.000
H 2.2792 1.8292 -2.2017 0.2 0.1 -0.1 0.000
F -1.4650 -1.5805 -1.5497 0.5 0.1 0.3 0.018
C -2.4178 -1.6845 -2.4819 -2.3 -2.2 -0.6 0.003
C -3.4089 -2.6768 -2.3213 0.6 -0.1 1.5 -0.001
C -4.4447 -2.8154 -3.1836 -0.4 0.9 -1.9 -0.001
C -4.4775 -2.0056 -4.3398 -0.2 -0.9 0.9 0.000
C -3.4705 -1.0953 -4.5223 -0.3 0.2 -1.1 0.000
C -2.4367 -0.9420 -3.6188 0.9 1.0 0.9 0.000
H -3.4749 -3.3663 -1.4927 0.7 0.2 0.5 -0.002
H -5.2339 -3.5340 -3.0187 0.1 -0.1 0.1 0.000
H -5.2870 -2.1625 -5.0372 0.1 0.3 -0.2 0.000
H -3.4814 -0.5021 -5.4246 0.1 0.2 0.0 0.000
H -1.6744 -0.1785 -3.6664 0.0 0.2 -0.6 0.000
F -1.2323 2.3829 -1.7905 -1.1 0.1 -0.3 0.000
C -2.5930 2.5564 -1.8248 -1.4 -0.5 0.8 0.000
C -3.1510 3.6684 -2.4785 1.1 -0.6 0.0 0.000
C -4.5166 3.8594 -2.4891 -1.4 -1.5 0.9 0.000
C -5.3476 2.9455 -1.7785 0.6 0.6 -1.0 0.000
C -4.8165 1.8353 -1.1631 0.5 0.3 -0.2 0.000
C -3.4391 1.6193 -1.1782 0.9 0.5 -0.6 0.000
H -2.4561 4.2873 -3.0266 -0.1 0.3 0.0 0.000
H -5.0564 4.5797 -3.0858 0.5 0.4 0.0 0.000
H -6.4247 2.9987 -1.8357 -0.1 0.4 0.0 0.000
H -5.5116 1.1407 -0.7151 0.3 -0.2 0.2 0.000
H -3.0352 0.7083 -0.7619 0.3 0.1 0.2 0.000
```
Forces are in eV/Å.